# 1
# C30H30I2N5O9P2STi

A structure of composition C30H30I2N5O9P2STi (wB97M-V/def2-TZVPD, OMol25).

Max |F| in eV/A: 0.56
⟨S²⟩: 0.75
Multiplicity: 2
Gap between HOMO and LUMO (spin up / spin down) in eV: 7.240 / 7.576
Total charge: 0

```
80
Properties=species:S:1:pos:R:3:forces:R:3
Ti 0.0059 -0.4055 0.5542 -0.3229 0.4419 0.0999
I -5.4299 -2.2956 5.7290 0.0757 0.0109 -0.0644
C -3.8192 -2.1644 4.3967 -0.0766 -0.0237 0.1400
C -2.5231 -2.2923 4.8707 -0.0231 0.0082 -0.0371
C -1.4647 -2.1867 3.9845 0.1660 0.0233 -0.1178
I 0.4901 -2.3534 4.6967 -0.0901 -0.0069 0.0547
C -1.6525 -1.9544 2.6079 -0.1622 0.0295 0.2215
O -0.6582 -1.8333 1.7754 0.1411 -0.3303 -0.3421
C -2.9899 -1.8350 2.1703 0.0664 -0.0406 -0.1020
C -3.1899 -1.5362 0.7148 0.0825 0.0214 0.1807
N -2.4637 -0.3061 0.3586 -0.1235 -0.0178 -0.0361
C -2.9685 0.8820 1.0507 0.0323 -0.0289 0.0146
C -2.2007 1.1247 2.3178 -0.0038 0.0411 -0.0532
C -2.8090 1.6097 3.4645 -0.0236 0.0139 0.0156
C -2.0330 1.8667 4.5794 0.0139 -0.0051 -0.0282
C -0.6686 1.6387 4.5081 -0.0242 0.0336 0.0687
C -0.1388 1.1448 3.3324 -0.0208 -0.0079 -0.0204
N -0.8878 0.8854 2.2550 0.2663 -0.1173 0.0951
C -4.0518 -1.9380 3.0502 -0.0098 0.0162 -0.0044
H -2.3336 -2.4679 5.9203 0.0018 0.0032 0.0019
H -4.2582 -1.4416 0.4903 -0.0160 0.0056 0.0159
H -2.7821 -2.3438 0.1040 0.0160 0.0115 -0.0149
H -2.5733 -0.1504 -0.6347 -0.0468 -0.0263 -0.0097
H -4.0390 0.8067 1.2662 -0.0108 0.0010 0.0059
H -2.8075 1.7460 0.4021 0.0033 0.0091 -0.0011
H -3.8797 1.7638 3.4818 0.0003 -0.0090 -0.0251
H -2.4869 2.2315 5.4915 -0.0002 -0.0027 0.0018
H -0.0259 1.8174 5.3584 0.0286 -0.0129 -0.0216
H 0.9129 0.9164 3.2391 -0.0032 -0.0034 -0.0032
H -5.0654 -1.8304 2.6824 0.0067 0.0003 -0.0150
N 3.8614 0.5811 0.4629 -0.0421 -0.0257 0.0076
C 3.8625 -0.9289 0.2826 -0.1237 -0.0768 -0.0438
C 5.2720 -1.4784 0.2678 0.0140 0.0178 0.0317
P 2.7649 -1.5988 1.6103 -0.0350 0.2414 0.1232
O 3.7272 -1.4214 2.8995 -0.0598 0.0100 -0.0022
O 2.3868 -2.9909 1.3519 0.0749 -0.0571 -0.0098
O 1.7294 -0.4795 1.7142 -0.0929 -0.0431 -0.0543
P 2.9358 -1.1577 -1.2989 0.0353 0.1262 -0.0354
O 3.8051 -0.1286 -2.2454 -0.0346 -0.1344 0.0356
O 2.9917 -2.5144 -1.8561 0.0289 0.0104 -0.0029
O 1.6708 -0.4012 -0.9822 -0.0132 -0.0999 0.0169
H 4.2868 0.8465 1.3512 0.0305 0.0185 -0.0188
H 2.8776 0.9155 0.4606 0.0029 0.0037 -0.0022
H 4.3515 1.0229 -0.3181 0.0253 0.0036 0.0216
H 5.7841 -1.2921 1.2134 0.0062 0.0006 -0.0042
H 5.8579 -1.0533 -0.5505 -0.0012 -0.0023 -0.0026
H 5.2130 -2.5555 0.1161 -0.0020 -0.0020 -0.0025
H 3.7465 -2.2383 3.4133 0.0242 0.0027 -0.0280
H 4.2609 -0.6603 -2.9102 0.0069 0.0464 -0.0109
O -0.9066 3.4131 -0.1556 0.0345 0.0115 -0.0018
S 0.0493 2.4384 -0.6197 -0.1195 -0.1289 0.0120
O 1.1226 2.0968 0.3167 0.0463 0.0650 0.0986
N -0.6199 1.0380 -0.9514 0.3357 -0.0940 -0.1712
C -0.9876 0.5254 -2.1833 -0.0339 0.1290 -0.0187
C -1.4415 1.2427 -3.2715 0.0367 -0.0304 0.0814
C -1.7519 0.5983 -4.4840 -0.0016 -0.0051 -0.0304
C -1.6389 -0.7561 -4.6226 -0.0156 0.0072 -0.0326
C -1.2222 -1.5362 -3.5201 0.0372 0.0445 0.1219
C -1.0714 -2.9435 -3.5714 0.0049 0.0005 0.0203
C -0.6559 -3.6277 -2.4689 -0.0185 -0.0833 -0.0952
C -0.4113 -2.9208 -1.2773 0.0315 0.0590 0.1135
N -0.5510 -1.6215 -1.1955 -0.0880 -0.0681 -0.0189
C -0.9180 -0.9029 -2.2996 -0.0538 -0.0219 -0.0942
C 0.7825 3.0994 -2.0861 -0.0096 0.0510 0.0189
C 0.4106 4.3680 -2.5056 0.0407 -0.0179 -0.0215
C 0.9891 4.8910 -3.6541 0.0025 -0.0232 0.0121
C 1.9172 4.1426 -4.3652 -0.0085 0.0182 -0.0027
C 2.2750 2.8711 -3.9335 0.0100 -0.0061 -0.0118
C 1.7070 2.3399 -2.7874 -0.0131 0.0087 -0.0086
H -1.5468 2.3163 -3.1915 -0.0083 0.0019 -0.0318
H -2.0863 1.1990 -5.3204 0.0019 0.0009 0.0053
H -1.8697 -1.2444 -5.5608 -0.0013 -0.0025 0.0037
H -1.2806 -3.4611 -4.5000 -0.0011 0.0045 -0.0012
H -0.5103 -4.6980 -2.4920 0.0066 0.0051 0.0222
H -0.0859 -3.4235 -0.3724 -0.0033 -0.0045 -0.0026
H -0.3187 4.9231 -1.9323 -0.0012 0.0059 -0.0023
H 0.7131 5.8809 -3.9929 0.0030 0.0002 -0.0027
H 2.3631 4.5518 -5.2628 -0.0004 -0.0014 0.0005
H 2.9938 2.2881 -4.4947 -0.0003 -0.0047 0.0065
H 1.9578 1.3460 -2.4447 -0.0015 0.0012 -0.0071
```
Positions in Å, forces in eV/Å.

---

# 2
# C2H6

A cluster of 2 separate species, C2H6 in total (wB97M-V/def2-TZVPD, OMol25).

Max |F| in eV/A: 3.20
Gap between HOMO and LUMO (spin up / spin down) in eV: 8.015 / 11.690
Total charge: 0

```
8
Properties=species:S:1:pos:R:3:forces:R:3
C -0.9698 0.1118 -0.0357 -1.9446 0.5943 -2.4656
C 0.4527 0.2431 0.0142 0.0195 -1.2376 0.7628
H -1.2740 -0.3379 -1.0626 0.3364 -0.0152 1.3552
H -1.3544 -0.5258 0.7540 -0.4924 0.2491 0.0067
H -1.4506 1.1143 -0.1977 0.0570 -0.8471 0.9901
H 0.3411 3.2444 0.0926 0.0032 0.0873 0.0379
H 0.9771 -0.6420 0.3078 0.7693 0.0064 0.0886
H 0.8779 1.0535 -0.4663 1.2516 1.1628 -0.7757
```
Positions in Å, forces in eV/Å.

---

# 3
# CHFNO2

A cluster of 2 separate species, CHFNO2 in total (wB97M-V/def2-TZVPD, OMol25).

Max |F| in eV/A: 3.08
Gap between HOMO and LUMO in eV: 4.323
Total charge: -1

```
6
Properties=species:S:1:pos:R:3:forces:R:3
C -3.3637 0.0945 -0.2284 -2.8214 -0.4664 -1.1315
N 0.1246 -1.0842 0.5940 -0.7645 1.0871 2.4631
O -3.6166 -1.0222 -0.4382 1.4842 -0.1039 0.5629
O -3.5654 1.2408 -0.1746 1.5399 0.4506 0.6083
F -0.1452 -1.3724 -0.7960 0.4175 -0.6042 -1.4969
H 1.0606 -1.4329 0.8328 0.1442 -0.3632 -1.0060
```
Positions in Å, forces in eV/Å.

---

# 4
# C3H9NO3

A cluster of 2 separate species, C3H9NO3 in total (wB97M-V/def2-TZVPD, OMol25).

Max |F| in eV/A: 1.06
Gap between HOMO and LUMO in eV: 10.062
Structure (SMILES): N[C@@H](C=O)CO.O
Total charge: 0

```
16
Properties=species:S:1:pos:R:3:forces:R:3
O 1.6447 0.2431 2.5710 0.0945 0.0257 0.1143
C 0.5861 -0.0971 2.1190 -0.1697 0.1055 -0.0442
C -0.1184 0.6020 0.9727 -0.1427 -0.0301 0.3461
C 0.8312 1.5667 0.3121 0.3026 -0.3112 -0.9684
O 0.2509 2.0139 -0.9189 -0.0701 0.4450 0.0509
N -0.5842 -0.4261 0.0486 0.1088 0.1254 -0.1452
H 0.0464 -0.9725 2.5212 -0.0129 -0.1440 0.0435
H -0.9694 1.1490 1.3961 0.0026 0.2349 0.1711
H 1.7581 1.0267 0.0810 -0.0711 0.1333 0.0413
H 1.0795 2.4076 0.9407 0.0052 0.1213 0.4016
H 0.3480 2.9727 -0.9893 -0.0112 -0.3900 0.0224
H -1.4671 -0.7830 0.3857 -0.0664 -0.1891 -0.1204
H -0.7635 0.0025 -0.8563 0.0500 -0.1339 0.1068
H -0.8042 -2.9579 -3.5890 0.0925 0.1014 0.1232
H -1.1517 -3.7784 -2.3641 0.2385 0.3516 0.0221
O -0.6866 -2.9692 -2.6307 -0.3507 -0.4457 -0.1651
```
Positions in Å, forces in eV/Å.

---

# 5
# C19H39MoO3P3

A structure of composition C19H39MoO3P3 (wB97M-V/def2-TZVPD, OMol25).

Max |F| in eV/A: 7.51
⟨S²⟩: 2.05
Multiplicity: 3
Gap between HOMO and LUMO (spin up / spin down) in eV: 5.694 / 6.265
Total charge: +4

```
65
Properties=species:S:1:pos:R:3:forces:R:3
P 2.6949 -0.6078 -0.0545 2.0456 -0.5233 -0.2723
C 3.4175 -0.8880 1.6052 -0.7489 0.0607 0.7402
H 4.5122 -0.9272 1.4848 -0.3352 0.0724 -0.1883
H 3.0899 -1.8377 2.0519 0.1209 0.2699 -0.1682
H 3.1687 -0.0752 2.2990 0.1662 -0.2044 -0.1340
C 3.2990 -2.1049 -0.8913 -0.7594 -0.4638 -0.3873
H 3.2022 -2.0378 -1.9767 0.2903 -0.0349 0.2099
H 2.7185 -2.9767 -0.5716 0.2294 -0.0087 0.0566
H 4.3539 -2.2372 -0.6200 -0.1998 0.0382 -0.0120
C 3.8631 0.6516 -0.6703 -0.6583 0.4439 -0.2159
H 4.8659 0.2067 -0.6470 -0.1806 0.1163 -0.0049
H 3.8309 1.5420 -0.0352 0.1689 -0.1069 -0.0219
H 3.6159 0.9603 -1.6890 0.2344 0.0024 0.0672
P -0.7730 2.7682 -0.5317 -0.9298 1.9165 -1.9653
C -0.8080 3.7467 1.0213 0.5596 -0.9350 0.9779
H -1.2766 4.7386 0.8892 0.1046 -0.4705 -0.5209
H 0.2160 3.8884 1.4075 -0.4273 0.0611 -0.1814
H -1.3840 3.2019 1.7895 0.2005 0.3004 -0.2523
C 0.2205 3.7927 -1.6819 0.4548 -0.3024 -0.1492
H 0.1625 3.4210 -2.7154 -0.0997 0.2877 0.4007
H 1.2794 3.7438 -1.3820 -0.2750 0.1263 -0.0111
H -0.0864 4.8484 -1.6843 -0.1114 -0.2929 0.2046
C -2.5109 2.8604 -1.1176 -0.1059 -0.5522 -0.0765
H -2.8167 3.8927 -1.3476 0.2397 -0.2049 0.2219
H -3.1763 2.4454 -0.3447 0.1312 0.2880 -0.1745
H -2.6518 2.2530 -2.0237 -0.0215 0.2827 0.2796
P -2.0232 -1.8863 -0.0192 -1.4369 -2.5268 0.3276
C -2.8182 -2.2023 1.5854 0.2192 0.7993 0.8578
H -3.4095 -3.1275 1.5037 0.2071 0.2325 -0.1987
H -3.4788 -1.3744 1.8720 0.0158 -0.2684 -0.0837
H -2.0649 -2.3240 2.3750 -0.2082 -0.0480 -0.2820
C -3.4768 -1.9008 -1.1160 0.2963 0.9094 -0.4805
H -4.1125 -2.7345 -0.7909 0.1122 0.1781 -0.0746
H -3.1834 -2.0280 -2.1624 -0.2613 -0.1947 0.2209
H -4.0227 -0.9562 -1.0396 -0.1911 -0.1764 0.0508
C -1.3132 -3.5280 -0.3371 1.0363 0.0493 -0.2364
H -2.1509 -4.2329 -0.4290 0.1047 0.1860 0.0623
H -0.6593 -3.8198 0.4895 -0.2329 0.0067 -0.0697
H -0.7235 -3.5471 -1.2577 -0.1577 -0.2010 0.1703
Mo -0.0131 0.1877 -1.2313 1.0091 -0.1376 7.4374
C 1.0689 1.1785 0.6938 0.3315 1.4601 2.3439
O 1.4209 1.6899 1.6778 -1.1585 -2.0845 -3.7106
C -1.5331 0.4353 0.7109 -1.1037 1.7064 3.7501
O -2.0224 0.7770 1.7264 2.0989 -1.8995 -4.7873
C -1.3118 -0.2355 -3.0443 -0.3017 0.2390 -1.2523
C -0.6497 -1.4811 -2.8942 -1.0830 0.0282 -0.5675
C 0.7280 -1.5448 -2.9491 0.8084 0.3106 0.0967
C 1.4729 -0.3503 -2.9167 0.2450 -0.1330 -1.5573
C 0.8379 0.8924 -3.1070 -0.3214 0.4803 -0.4233
C -0.5852 0.9544 -3.1575 -0.0838 0.3832 -1.7311
H -2.3720 -0.2175 -3.2632 -0.1665 0.0058 0.4874
H -1.2335 -2.4026 -2.9852 0.1694 0.3941 0.3473
H 1.2369 -2.5030 -3.0392 -0.0794 0.0554 0.3617
H 2.5530 -0.3927 -3.0625 -0.2605 0.0701 0.4393
H 1.4220 1.7641 -3.3312 0.2403 0.3081 0.1611
H -1.0947 1.9009 -3.3632 0.2168 -0.4544 -0.0147
C 0.6407 -2.7464 4.1011 -0.0232 -0.1696 0.2374
C 0.4130 -1.5047 3.2706 -0.0434 -0.2893 0.1298
O 0.3346 -1.8635 1.8560 0.3326 0.4028 -0.9177
H -0.1415 -3.5029 3.9090 0.3352 0.3379 0.1260
H 0.6203 -2.4887 5.1721 0.0538 -0.1595 -0.3599
H 1.6258 -3.1942 3.8747 -0.3665 0.1459 0.1498
H -0.5376 -1.0102 3.4989 0.0547 -0.2165 -0.0710
H 1.1898 -0.7550 3.4314 0.1196 -0.0501 -0.0685
H 1.1271 -2.3655 1.5769 -0.6205 0.1535 0.7063
```
Positions in Å, forces in eV/Å.

---

Here are the calculated energy above the lowest of the compared OMol25 structures with the same formula, charge and spin numbers, same order: 33.2 486.7 158.9 188.5 138.6 (kJ/mol).
Here are the calculated molar mass numbers, same order: 1000.3 30.1 78.0 107.1 504.4 (g/mol).